1.
C26H59AsF6NO14PS5 | ωB97M-V/def2-TZVPD

XYZ file:
```
113
C26H59AsF6NO14PS5 | the OMol25 dataset | ωB97M-V/def2-TZVPD
N 0.03 -2.34 -2.76
H 0.14 -2.32 -1.75
H 0.63 -3.09 -3.06
H 0.37 -1.49 -3.18
H -0.97 -2.46 -2.85
As 0.85 -0.60 0.54
F 2.09 -1.81 1.22
F 1.68 0.73 1.23
F -0.37 0.56 -0.04
F -0.09 -1.96 -0.27
F -0.16 -0.82 2.05
F 1.75 -0.37 -1.05
C -4.72 -1.77 0.35
C -4.88 -3.19 -0.23
C -5.22 -2.93 -1.73
S -3.72 -1.91 -2.11
O -4.09 -1.01 -3.23
O -2.49 -2.70 -2.16
C -3.79 -0.97 -0.52
H -4.33 -1.97 1.35
H -5.73 -1.35 0.43
H -5.72 -3.69 0.26
H -3.92 -3.68 -0.10
H -6.17 -2.44 -1.94
H -5.30 -3.82 -2.36
H -4.22 0.01 -0.76
H -2.77 -0.68 -0.25
C 3.05 -2.68 5.89
C 3.17 -1.77 4.68
C 1.70 -1.15 4.55
S 1.22 -0.68 6.26
O -0.23 -0.88 6.36
O 1.85 0.57 6.69
C 2.18 -2.06 7.06
H 3.98 -3.13 6.25
H 2.57 -3.55 5.45
H 3.54 -2.29 3.80
H 3.89 -0.96 4.81
H 1.05 -2.00 4.35
H 1.51 -0.31 3.89
H 1.31 -2.70 7.21
H 2.61 -1.89 8.04
C -2.32 2.45 -2.27
C -1.22 3.48 -2.08
C 0.13 3.02 -2.77
S -0.38 1.67 -3.93
O -0.05 0.37 -3.42
O -0.11 1.98 -5.34
C -2.22 1.94 -3.77
H -3.25 2.91 -1.95
H -2.19 1.57 -1.64
H -1.07 3.62 -1.01
H -1.51 4.42 -2.56
H 0.96 2.84 -2.08
H 0.50 3.83 -3.39
H -2.67 0.98 -4.02
H -2.46 2.70 -4.51
C -3.38 -2.23 5.56
C -3.38 -2.32 4.02
C -2.00 -2.76 3.58
S -1.61 -4.11 4.83
O -0.30 -3.92 5.36
O -2.05 -5.39 4.24
C -2.87 -3.58 6.04
H -4.36 -1.99 5.98
H -2.67 -1.55 6.04
H -3.58 -1.33 3.59
H -4.13 -2.99 3.60
H -1.29 -1.95 3.75
H -1.94 -3.19 2.58
H -2.42 -3.55 7.04
H -3.68 -4.29 6.15
C -1.32 1.61 4.62
C -0.13 2.38 3.94
C -0.50 2.92 2.56
S -2.32 3.02 2.41
O -2.85 2.11 1.41
O -2.77 4.44 2.34
C -2.60 2.36 4.11
H -1.29 1.56 5.71
H -1.35 0.60 4.21
H 0.80 1.81 3.93
H 0.06 3.27 4.54
H -0.31 2.15 1.81
H 0.04 3.76 2.13
H -3.62 2.00 4.27
H -2.58 3.28 4.70
C 3.24 5.21 -5.07
C 2.80 4.03 -5.88
O 3.93 3.13 -6.18
P 3.69 1.51 -6.26
O 2.48 1.08 -7.03
O 3.63 1.16 -4.66
C 4.66 1.45 -3.79
C 4.10 0.90 -2.44
O 5.15 0.97 -6.74
C 5.29 -0.44 -6.88
C 4.88 -0.89 -8.25
H 3.55 4.95 -4.06
H 3.98 5.83 -5.60
H 2.43 5.93 -4.95
H 1.94 3.47 -5.49
H 2.46 4.45 -6.82
H 5.54 0.89 -4.13
H 4.76 2.53 -3.76
H 3.90 -0.17 -2.46
H 4.92 0.91 -1.72
H 3.17 1.31 -2.06
H 6.37 -0.57 -6.80
H 4.94 -0.99 -6.00
H 3.80 -0.83 -8.21
H 5.16 -0.24 -9.08
H 5.16 -1.93 -8.40
```

The calculation puts the strongest force on any atom at 3.98 eV/Å. As for the spin multiplicity: 1. The highest occupied orbital energy comes out at -10.00 eV. The LUMO energy is -0.11 eV. The frontier orbital gap comes out at 9.89 eV.

These are the Löwdin partial charges, in e, on atoms 1 to 4: 0.294 0.041 0.147 0.082

2.
C26H59BN3O5 | ωB97M-V/def2-TZVPD

XYZ file:
```
94
C26H59BN3O5 | the OMol25 dataset | ωB97M-V/def2-TZVPD
C -0.02 -0.24 1.76
C -0.25 -1.75 1.49
C 0.80 -2.37 0.53
N 1.15 -1.47 -0.58
B 1.40 -2.25 -1.90
C 2.46 -3.49 -1.76
N 3.72 -3.19 -1.01
C 1.77 -1.15 -3.08
N 3.19 -0.71 -3.20
C 3.66 0.12 -2.09
H -0.40 0.04 2.75
H -0.62 0.35 1.04
H 1.02 0.09 1.63
H -0.18 -2.29 2.45
H -1.28 -1.93 1.13
H 1.68 -2.59 1.17
H 0.41 -3.34 0.17
H 0.28 -0.97 -0.74
H 0.32 -2.75 -2.23
H 2.68 -3.90 -2.76
H 1.99 -4.32 -1.19
H 4.38 -2.71 -1.58
H 3.51 -2.69 -0.16
H 1.46 -1.51 -4.08
H 1.19 -0.22 -2.89
H 3.82 -1.48 -3.40
H 4.21 0.99 -2.52
H 2.82 0.55 -1.55
H 4.37 -0.39 -1.41
C -0.03 4.28 4.86
C 0.23 4.80 3.45
C 0.08 3.54 2.62
O -0.87 2.71 3.30
C -1.11 3.24 4.61
H -0.35 5.05 5.56
H 0.87 3.80 5.25
H -0.54 5.52 3.17
H 1.20 5.27 3.33
H 1.02 2.99 2.56
H -0.27 3.74 1.61
H -2.11 3.69 4.62
H -1.09 2.42 5.34
C -0.79 8.40 -0.22
C 0.32 9.17 0.47
C 0.52 8.37 1.74
O 0.19 7.01 1.42
C -0.45 6.97 0.14
H -0.84 8.57 -1.30
H -1.76 8.67 0.21
H 1.23 9.14 -0.14
H 0.07 10.22 0.66
H -0.16 8.70 2.53
H 1.54 8.42 2.12
H 0.26 6.54 -0.58
H -1.32 6.32 0.19
C -2.72 -6.38 1.05
C -1.53 -7.28 0.81
C -0.38 -6.29 0.83
O -0.77 -5.23 1.72
C -2.16 -5.36 2.02
H -3.60 -6.90 1.44
H -3.01 -5.89 0.12
H -1.42 -7.99 1.64
H -1.58 -7.85 -0.12
H -0.21 -5.85 -0.16
H 0.56 -6.73 1.18
H -2.25 -5.70 3.06
H -2.64 -4.38 1.94
C -6.11 -10.01 -1.75
C -6.10 -8.68 -2.50
C -5.48 -7.75 -1.47
O -4.58 -8.54 -0.69
C -4.81 -9.93 -0.97
H -6.16 -10.88 -2.40
H -6.96 -10.04 -1.06
H -5.46 -8.76 -3.38
H -7.09 -8.36 -2.82
H -6.24 -7.33 -0.80
H -4.93 -6.93 -1.93
H -3.96 -10.30 -1.56
H -4.84 -10.49 -0.03
C 4.39 6.46 -1.31
C 3.69 5.74 -2.46
C 2.67 6.78 -2.89
O 3.23 8.06 -2.61
C 4.40 7.90 -1.80
H 5.38 6.08 -1.10
H 3.78 6.37 -0.41
H 4.41 5.56 -3.27
H 3.25 4.79 -2.18
H 1.74 6.68 -2.32
H 2.42 6.71 -3.95
H 5.28 8.10 -2.42
H 4.38 8.62 -0.98
```

The calculation puts the strongest force on any atom at 1.35 eV/Å. As for the spin multiplicity: 1. As for the net charge: -1. The highest occupied orbital energy comes out at -3.06 eV. As for the energy relative to the best compared isomer or geometry (same formula, charge and spin): 0.627 eV. The LUMO energy is 2.19 eV. The frontier orbital gap comes out at 5.25 eV.

These are the Löwdin partial charges, in e, on atoms 1 to 4: -0.134 -0.250 -0.287 -0.027

3.
C26H59N4O10S8 | ωB97M-V/def2-TZVPD

XYZ file:
```
107
C26H59N4O10S8 | the OMol25 dataset | ωB97M-V/def2-TZVPD
C 4.79 -1.63 2.88
C 5.01 -1.40 1.40
C 5.47 0.11 0.97
N 6.91 0.64 0.88
N 6.98 1.98 0.51
C 5.51 2.35 0.33
C 4.93 3.86 -0.10
C 4.18 4.46 1.23
C 4.69 5.95 1.69
N 4.03 6.22 3.07
N 4.52 1.20 0.58
S 2.80 1.35 0.39
C 1.82 -0.02 1.20
C 1.40 0.35 2.78
O 2.31 0.59 3.73
O -0.05 0.37 3.13
C -0.49 1.72 3.50
C -1.58 2.38 2.41
C -2.96 1.47 2.54
O -1.05 2.25 1.05
C -1.33 3.44 0.23
O -2.35 4.29 0.37
C -0.28 3.71 -1.04
S 0.44 5.45 -1.06
H 5.58 -1.08 3.59
H 3.88 -2.23 3.32
H 4.81 -2.28 0.64
H 7.82 2.60 0.35
H 4.10 3.62 -0.93
H 5.76 4.55 -0.54
H 3.01 4.38 1.08
H 4.44 3.73 2.14
H 5.84 5.98 1.88
H 4.35 6.76 0.89
H 3.33 5.43 3.20
H 4.79 5.98 3.76
H 2.27 -1.10 1.10
H 0.78 -0.06 0.63
H 0.39 2.47 3.69
H -1.10 1.65 4.52
H -1.76 3.48 2.78
H -2.76 0.40 2.98
H -3.48 1.31 1.48
H -3.75 2.02 3.24
H 0.56 2.86 -1.02
H -0.89 3.53 -2.05
H 1.83 5.36 -1.21
C 0.38 -4.37 -1.34
S 0.01 -2.65 -0.95
O 1.13 -2.13 -0.10
C -1.39 -3.00 0.14
H 1.25 -4.40 -2.00
H 0.60 -4.93 -0.43
H -0.47 -4.82 -1.86
H -1.07 -3.63 0.97
H -2.19 -3.49 -0.42
H -1.76 -2.05 0.54
C -0.41 -3.08 -6.03
S 1.01 -4.19 -5.91
O 0.70 -5.20 -4.84
C 2.15 -2.98 -5.21
H -1.26 -3.64 -6.42
H -0.66 -2.68 -5.05
H -0.18 -2.26 -6.72
H 1.74 -2.59 -4.27
H 2.30 -2.16 -5.92
H 3.10 -3.47 -5.02
C -7.91 3.58 0.02
S -6.49 2.47 0.14
O -6.80 1.46 1.21
C -5.35 3.69 0.84
H -8.76 3.02 -0.37
H -8.16 3.98 1.00
H -7.68 4.40 -0.67
H -5.76 4.08 1.78
H -5.20 4.50 0.13
H -4.40 3.19 1.03
C 7.78 2.12 5.01
S 6.74 3.27 4.06
O 7.38 4.63 4.16
C 5.34 3.24 5.20
H 8.74 2.02 4.50
H 7.94 2.51 6.02
H 7.29 1.15 5.06
H 5.65 3.56 6.19
H 4.92 2.23 5.24
H 4.57 3.93 4.82
C -3.56 -6.40 -3.87
S -4.01 -6.09 -2.15
O -2.95 -5.22 -1.55
C -3.72 -7.78 -1.57
H -3.63 -5.45 -4.42
H -2.53 -6.77 -3.93
H -4.24 -7.12 -4.31
H -2.68 -8.07 -1.76
H -4.40 -8.46 -2.08
H -3.91 -7.81 -0.49
C -8.75 -4.10 -3.67
S -7.24 -3.93 -4.65
O -6.56 -5.26 -4.66
C -6.37 -2.88 -3.47
H -9.44 -4.76 -4.20
H -8.52 -4.54 -2.69
H -9.22 -3.12 -3.54
H -6.28 -3.39 -2.50
H -6.91 -1.93 -3.34
H -5.37 -2.67 -3.86
```

The calculation puts the strongest force on any atom at 9.04 eV/Å. As for the spin multiplicity: 1. As for the net charge: +1. The highest occupied orbital energy comes out at -10.33 eV. As for the energy relative to the best compared isomer or geometry (same formula, charge and spin): 12.555 eV. The LUMO energy is -3.48 eV. The frontier orbital gap comes out at 6.86 eV.

These are the Löwdin partial charges, in e, on atoms 1 to 4: 0.044 -0.084 -0.122 0.053

> Which of these has the highest highest occupied orbital energy?

C26H59BN3O5

> What is the formula in the second record?

C26H59BN3O5

> Number 1 is which compound?

C26H59AsF6NO14PS5